1.
A 2-piece molecular cluster, C6H10O overall at a distorted geometry. Source: the Open Molecules 2025 dataset; level of theory: ωB97M-V with the def2-TZVPD basis set.

**LUMO level (alpha / beta)**: -5.0 / -7.8 eV
**Energy above the lowest of the compared OMol25 structures with the same formula, charge and spin**: 173.9 kJ/mol
**Frontier orbital gap (alpha / beta)**: 9.26 / 7.09 eV
**Electronic energy**: -309.4790 Ha
**Molecular weight**: 98.1 g mol⁻¹
**HOMO level (alpha / beta)**: -14.24 / -14.87 eV

```
! wB97M-V def2-TZVPD RIJCOSX def2/J DEFGRID3
* xyz 1 2
C -1.7012 -1.0471 -0.1129
C -2.1439 -1.9469 0.7812
C 0.7743 -1.0175 0.1235
C -0.4320 -0.3819 -0.0340
C 2.4130 0.7783 0.5297
C 2.0855 -0.4534 0.1134
H -2.4090 -0.5795 -0.7917
H -3.1787 -2.2667 0.7796
H -1.5073 -2.3583 1.5502
H 0.7545 -2.0809 0.3634
H -0.5205 0.7067 -0.0522
H 1.7109 1.4274 1.0414
H 3.3851 1.2523 0.5208
H 2.8679 -1.1414 -0.1993
H 0.0186 3.4531 -0.8055
H -0.8341 2.8106 -1.9386
O -0.7654 2.9026 -0.9664
*
```

***

2.
C53H50BaCl4N5OPS as an isolated structure. Source: the Open Molecules 2025 dataset; level of theory: ωB97M-V with the def2-TZVPD basis set.

**LUMO level**: 0.3 eV
**Energy above the lowest of the compared OMol25 structures with the same formula, charge and spin**: 0.0 kJ/mol
**Frontier orbital gap**: 5.85 eV
**Electronic energy**: -5004.4580 Ha
**Molecular weight**: 1115.2 g mol⁻¹
**HOMO level**: -5.57 eV

```
! wB97M-V def2-TZVPD RIJCOSX def2/J DEFGRID3
* xyz 0 1
Ba -1.1284 0.5228 -0.3605
S -2.6696 -1.6164 1.1237
C -2.8304 -2.2414 -0.4951
C -3.2772 -3.5594 -0.7191
C -3.4230 -4.0259 -2.0025
C -3.1412 -3.1820 -3.0784
C -2.7042 -1.9100 -2.7897
N -2.5335 -1.4461 -1.5450
H -3.5045 -4.1763 0.1393
H -3.7635 -5.0399 -2.1766
H -3.2511 -3.5040 -4.1042
H -2.4919 -1.2000 -3.5819
C 2.5118 2.5558 -0.2853
C 3.5356 1.7043 0.4105
C 4.8439 1.6373 -0.0527
C 5.7924 0.8613 0.5934
C 5.4378 0.1361 1.7183
C 4.1447 0.1904 2.2278
C 3.7737 -0.5631 3.4746
C 3.2080 0.9864 1.5653
N 1.8693 1.0668 2.0590
C 1.5769 2.0461 2.8139
C 2.5093 3.1259 3.2912
C 0.1378 2.2394 3.2207
C -0.1713 2.3847 4.6797
N -0.6522 2.3639 2.2358
C -2.0179 2.7353 2.4360
C -2.9473 1.8965 3.0624
C -2.6045 0.5601 3.6674
C -4.2639 2.3453 3.1600
C -4.6411 3.5817 2.6703
C -3.7005 4.3982 2.0608
C -2.3843 3.9871 1.9245
C -1.3641 4.8573 1.2466
H 2.8384 2.8201 -1.2899
H 2.3175 3.4844 0.2586
H 1.5553 2.0397 -0.3747
H 5.1164 2.2076 -0.9342
H 6.8064 0.8151 0.2167
H 6.1764 -0.4735 2.2257
H 4.6461 -1.0639 3.8922
H 3.0131 -1.3190 3.2721
H 3.3668 0.1016 4.2402
H 3.5335 2.9480 2.9744
H 2.4831 3.2001 4.3792
H 2.1745 4.0886 2.8956
H 0.2306 1.5278 5.2248
H -1.2382 2.4591 4.8593
H 0.3081 3.2810 5.0784
H -1.5841 0.2397 3.4615
H -3.2680 -0.2102 3.2766
H -2.7365 0.5923 4.7523
H -4.9966 1.7040 3.6369
H -5.6688 3.9095 2.7579
H -3.9924 5.3636 1.6657
H -1.8478 5.6913 0.7416
H -0.7993 4.2907 0.5044
H -0.6458 5.2626 1.9653
O 2.7643 0.9463 -3.6000
N 2.8418 -0.0931 -2.7006
C 4.0029 -0.4618 -2.3576
C 4.2626 -1.5418 -1.3961
C 5.5851 -1.9809 -1.3323
C 5.9768 -2.9622 -0.4400
C 5.0388 -3.4960 0.4276
C 3.7179 -3.0771 0.3672
C 3.2942 -2.1192 -0.5501
P 1.5003 -1.7307 -0.7465
C 0.7620 -2.7677 0.5652
C 0.1012 -3.9771 0.3769
C -0.4430 -4.6521 1.4620
C -0.3338 -4.1303 2.7406
C 0.3056 -2.9140 2.9352
C 0.8373 -2.2345 1.8524
C 1.1884 -2.6683 -2.2869
C 0.5011 -2.0357 -3.3166
C 0.2672 -2.6880 -4.5189
C 0.7265 -3.9824 -4.7026
C 1.4263 -4.6208 -3.6861
C 1.6620 -3.9641 -2.4889
H 3.6671 1.2239 -3.8319
H 4.8873 0.0325 -2.7753
H 6.3165 -1.5321 -1.9945
H 7.0051 -3.2981 -0.4188
H 5.3241 -4.2507 1.1495
H 3.0006 -3.5221 1.0441
H -0.0159 -4.3886 -0.6163
H -0.9623 -5.5889 1.3021
H -0.7657 -4.6579 3.5813
H 0.3641 -2.4810 3.9270
H 1.3064 -1.2683 2.0034
H 0.1687 -1.0106 -3.1949
H -0.2676 -2.1795 -5.3113
H 0.5469 -4.4934 -5.6400
H 1.7963 -5.6280 -3.8307
H 2.2234 -4.4607 -1.7056
Cl -6.8324 -0.1480 -1.4068
C -6.2998 0.7036 0.0464
Cl -7.2199 2.2017 0.2536
Cl -6.4634 -0.3294 1.4692
C -4.8862 1.0374 -0.1251
N -3.7747 1.2434 -0.2889
Cl -3.3815 4.3169 -1.3805
C -3.4266 3.1415 -2.6768
C -4.6429 2.9331 -3.2988
C -4.7579 2.0120 -4.3305
C -3.6094 1.3298 -4.7261
C -2.4005 1.5568 -4.1030
C -2.2364 2.4649 -3.0218
C -0.9760 2.6110 -2.3558
H -5.5019 3.5044 -2.9680
H -5.7080 1.8504 -4.8212
H -3.6603 0.6198 -5.5445
H -1.5163 1.0233 -4.4427
H -0.8237 3.5666 -1.8560
H -0.1267 2.3374 -2.9853
*
```

***

3.
A 18-piece molecular cluster, H35O18 overall at a distorted geometry. Source: the Open Molecules 2025 dataset; level of theory: ωB97M-V with the def2-TZVPD basis set.

**LUMO level (alpha / beta)**: -0.7 / -5.2 eV
**Energy above the lowest of the compared OMol25 structures with the same formula, charge and spin**: 70.2 kJ/mol
**Frontier orbital gap (alpha / beta)**: 10.00 / 5.55 eV
**Electronic energy**: -1375.1159 Ha
**Molecular weight**: 323.3 g mol⁻¹
**HOMO level (alpha / beta)**: -10.72 / -10.72 eV

```
! wB97M-V def2-TZVPD RIJCOSX def2/J DEFGRID3
* xyz 0 2
O 4.0760 0.7681 2.2073
H 1.6578 -1.6843 -1.7243
H -0.7440 -2.8967 2.8392
O 0.1289 1.1658 -1.4747
H 6.5720 -0.2648 0.1797
O -3.7779 -1.3135 1.1317
H -3.0099 -0.8659 1.4968
H -3.4196 -2.1098 0.7478
O -3.5523 -2.5590 4.0688
H -1.4536 -1.7070 -0.1862
H -3.7372 -1.6604 3.7921
O -0.1721 0.7811 -4.6272
H 0.2919 -0.0527 -4.5126
H 3.2966 0.7835 1.6425
O 2.0106 4.5920 -3.1888
H 1.6039 -4.7427 2.8184
H 1.6455 5.2833 -2.6293
O 1.6896 -2.5713 -1.3716
H -1.9115 2.4623 0.0568
H 2.0923 -3.1996 -1.9725
O 2.0711 -4.2817 2.1159
H -1.1913 5.5497 -1.1216
H -2.0618 1.2001 0.9698
O -0.4015 3.9317 4.0939
H -1.1266 3.7757 4.7017
H -0.7407 3.9848 3.1996
O -1.5692 -0.3437 -2.2810
H -2.5051 -0.2439 -2.0833
H -0.8882 0.2865 -1.8728
O -2.0581 2.1605 0.9558
H -2.3238 -4.3157 0.4610
H 2.0947 -3.3751 2.4318
O -1.9702 -3.6374 -0.1126
H -1.0191 -3.7246 -0.0524
H -3.3852 -3.1070 3.3001
O 5.9160 -0.2435 0.8846
H 1.0472 1.0485 -1.7860
H 1.3942 3.8590 -3.2128
O -0.8574 -3.8347 2.6462
H -0.3308 1.0966 -3.7366
H -0.5618 -3.8869 1.7360
O -0.6999 -1.2021 0.1287
H 3.9730 1.2165 3.0451
H -0.4068 -0.5334 -0.4828
O 1.6977 1.8264 1.3828
H 5.9376 0.6494 1.2346
H 1.2159 2.5258 0.9321
O -2.0494 -1.2506 -5.9596
H -1.5285 -1.8547 -5.4253
H -1.4522 -0.5588 -6.2549
O -0.3306 5.6533 -0.7196
H -0.2663 6.3052 -0.0214
H 1.0900 1.1157 1.6090
*
```

***

4.
C28H24CeI2N4O4 as an isolated structure at a distorted geometry. Source: the Open Molecules 2025 dataset; level of theory: ωB97M-V with the def2-TZVPD basis set.

**LUMO level**: -0.7 eV
**Energy above the lowest of the compared OMol25 structures with the same formula, charge and spin**: 51.7 kJ/mol
**Frontier orbital gap**: 7.27 eV
**Electronic energy**: -2671.9514 Ha
**Molecular weight**: 874.4 g mol⁻¹
**HOMO level**: -8.01 eV

```
! wB97M-V def2-TZVPD RIJCOSX def2/J DEFGRID3
* xyz 0 1
Ce -0.1328 0.3866 1.1742
O -3.4686 -4.3753 -0.1985
C -2.3948 -4.7830 0.5032
C -2.2624 -6.1868 0.6192
C -1.0611 -6.7000 1.1072
C -0.1501 -5.8571 1.6953
C -0.3266 -4.4990 1.6507
C -1.4646 -3.9094 1.0110
C -1.5902 -2.4248 0.8977
O -0.6963 -1.6739 1.4797
N -2.4880 -1.9075 0.1298
N -2.3904 -0.4719 0.1122
C -3.4177 0.1371 -0.3292
C -3.5301 1.5449 -0.5487
C -4.7337 1.9798 -1.1037
C -4.9507 3.3346 -1.3148
C -3.9543 4.2267 -1.0082
C -2.7505 3.8170 -0.4332
C -2.5224 2.4368 -0.1989
O -1.4499 2.0058 0.3783
H -3.3939 -3.4087 -0.2745
H -3.0412 -6.8065 0.2118
H -0.7887 -7.7191 0.9246
H 0.7826 -6.2315 2.0436
H 0.4040 -3.7465 2.0036
H -4.3220 -0.4634 -0.5463
H -5.5255 1.2960 -1.3939
H -5.8797 3.6940 -1.7697
H -4.0664 5.2611 -1.1845
H -2.0763 4.5701 -0.1166
I 7.8924 1.0439 0.3472
C 5.8605 0.6789 0.3130
C 5.3909 -0.6442 0.3807
C 4.0618 -0.9231 0.7212
I 3.3191 -2.9062 0.5335
C 3.1589 0.1042 1.0120
O 1.9769 -0.2189 1.4426
C 3.6187 1.4656 0.9618
C 2.6455 2.5503 1.3520
N 1.3736 2.4678 0.5499
C 1.5669 2.8270 -0.8941
C 1.2810 1.6508 -1.8030
C 1.4309 1.7320 -3.1826
C 1.0092 0.6705 -3.9586
C 0.6044 -0.5254 -3.3998
C 0.5262 -0.5169 -2.0103
N 0.8102 0.5370 -1.2558
C 4.9595 1.6793 0.6883
H 6.1079 -1.4405 0.0562
H 3.1367 3.5283 1.2572
H 2.3994 2.4583 2.3899
H 0.6719 3.1233 0.9060
H 2.6244 3.0966 -1.0453
H 0.8994 3.5979 -1.1774
H 1.7925 2.6196 -3.6418
H 1.0055 0.8576 -5.0325
H 0.2389 -1.3531 -3.9860
H 0.1871 -1.4286 -1.4877
H 5.3434 2.6752 0.5946
C -0.4552 1.6127 3.1644
H 0.0045 2.5732 3.3953
H -0.2350 0.9843 4.0375
H -1.5658 1.8967 3.2506
*
```

***

5.
An isolated ion of composition C6H13N2 and charge +1 at a distorted geometry. Source: the Open Molecules 2025 dataset; level of theory: ωB97M-V with the def2-TZVPD basis set.

**LUMO level**: -3.8 eV
**Energy above the lowest of the compared OMol25 structures with the same formula, charge and spin**: 241.5 kJ/mol
**Frontier orbital gap**: 8.56 eV
**Electronic energy**: -345.6040 Ha
**SMILES**: CNCCC1=[NH+]CC1
**Molecular weight**: 113.2 g mol⁻¹
**HOMO level**: -12.39 eV

```
! wB97M-V def2-TZVPD RIJCOSX def2/J DEFGRID3
* xyz 1 1
C -2.1508 0.4695 0.0248
C 0.2073 0.8896 1.3501
C -2.3302 -1.0909 0.0214
C 1.0977 1.1555 0.0647
C -0.8721 0.1699 0.7874
C 2.1104 -0.6720 -1.4370
N -1.0063 -1.1136 0.6074
N 1.9331 0.0178 -0.1042
H -1.9254 0.8981 -1.0477
H -2.8732 0.9871 0.6777
H 0.8685 0.4417 2.0304
H -0.1583 1.9005 1.6548
H -3.1282 -1.3209 0.6726
H -2.2583 -1.4334 -0.9856
H 0.4386 1.2984 -0.7679
H 1.6032 2.0363 0.3091
H 1.3704 -1.5129 -1.4438
H 1.8339 0.0110 -2.2427
H 3.1256 -1.0112 -1.6201
H -0.4085 -1.9796 0.7873
H 2.5225 -0.1411 0.6612
*
```

***

6.
C28H28MnN2Si as an isolated structure at a distorted geometry. Source: the Open Molecules 2025 dataset; level of theory: ωB97M-V with the def2-TZVPD basis set.

**LUMO level (alpha / beta)**: -8.0 / -8.0 eV
**Frontier orbital gap (alpha / beta)**: 5.04 / 5.04 eV
**Electronic energy**: -2633.1175 Ha
**Molecular weight**: 475.6 g mol⁻¹
**HOMO level (alpha / beta)**: -13.07 / -13.07 eV

```
! wB97M-V def2-TZVPD RIJCOSX def2/J DEFGRID3
* xyz 2 4
C 2.2416 -1.9099 -1.4193
C 1.9817 -0.6765 -2.1208
C 3.0560 0.2354 -1.8381
H 1.1155 -0.4714 -2.7554
C 4.0222 -0.4553 -1.0206
C 3.5266 -1.7786 -0.7599
H 4.0900 -2.5824 -0.2844
H 1.6446 -2.8216 -1.4538
H 3.1839 1.2357 -2.2596
H 5.0259 -0.1028 -0.7725
Mn 2.1254 -0.3796 -0.0472
C 0.4757 0.4028 0.0139
H 0.2679 0.8806 -0.9626
H -0.2590 -0.4340 0.0595
H 0.3631 1.0855 0.8746
Si -2.5015 -0.1626 -1.9876
C -3.4561 -0.9176 -0.5215
C -4.5082 -1.7419 -0.9815
H -4.7150 -1.7885 -2.0568
C -5.2583 -2.5386 -0.1141
H -6.0542 -3.1710 -0.5160
C -4.9960 -2.5203 1.2608
H -5.5966 -3.1251 1.9482
C -3.9647 -1.6971 1.7437
H -3.7547 -1.6956 2.8178
C -3.2029 -0.8950 0.8691
H -2.3971 -0.2802 1.2873
C -2.3619 1.6700 -2.3456
C -3.4381 2.1208 -3.1524
H -4.4263 1.6568 -3.0516
C -3.2004 3.0368 -4.1829
H -3.9768 3.2518 -4.9202
C -1.9447 3.6552 -4.2977
H -1.7517 4.3467 -5.1251
C -0.9668 3.4080 -3.3276
H -0.0125 3.9396 -3.3818
C -1.1968 2.4677 -2.3107
H -0.4318 2.3277 -1.5513
H -1.1462 -0.7410 -2.0188
H -3.2925 -0.6014 -3.1172
C 4.1846 2.7167 2.0987
C 4.1277 2.2318 3.4131
C 3.4822 1.0172 3.6504
C 2.9455 0.2832 2.5819
N 3.0363 0.7726 1.2932
C 3.6483 1.9551 1.0578
C 2.1206 -0.9069 2.7231
C 1.5002 -1.2969 3.9217
C 0.4242 -2.1851 3.8807
C 0.0361 -2.7430 2.6547
C 0.7712 -2.4396 1.5110
N 1.7454 -1.4981 1.5300
H 4.6471 3.6670 1.8556
H 4.5746 2.7944 4.2290
H 3.3798 0.6023 4.6477
H 3.6874 2.2804 0.0145
H 1.8124 -0.8089 4.8454
H -0.1280 -2.4257 4.7879
H -0.8370 -3.3820 2.5481
H 0.5320 -2.8674 0.5352
*
```

***

7.
C47H48As2IMgSb2 as an isolated structure at a distorted geometry. Source: the Open Molecules 2025 dataset; level of theory: ωB97M-V with the def2-TZVPD basis set.

**LUMO level**: -2.0 eV
**Energy above the lowest of the compared OMol25 structures with the same formula, charge and spin**: 0.0 kJ/mol
**Frontier orbital gap**: 8.11 eV
**Electronic energy**: -7269.2812 Ha
**Molecular weight**: 1157.5 g mol⁻¹
**HOMO level**: -10.14 eV

```
! wB97M-V def2-TZVPD RIJCOSX def2/J DEFGRID3
* xyz 1 1
Mg -1.1917 1.6779 0.9697
I -2.9017 1.0851 3.4881
C -4.0125 -0.0490 2.1637
C -5.1224 -0.5814 2.6862
C -5.9541 -1.4204 1.9595
C -5.6096 -1.7574 0.6547
C -4.4257 -1.2224 0.0930
C -4.0741 -1.5635 -1.2364
C -3.0166 -1.0294 -1.7992
C -2.1303 -0.2264 -1.0299
C -2.3568 0.1105 0.2915
C -3.5420 -0.4065 0.8621
H -5.4554 -0.3321 3.6935
H -6.8801 -1.7801 2.4145
H -6.2102 -2.4332 0.0712
H -4.6800 -2.2353 -1.7653
H -2.5448 -1.3153 -2.7123
H -1.2203 0.0785 -1.5195
C 1.1807 1.5551 -2.6363
As 0.0823 2.6536 -1.4813
C 1.0732 4.2710 -1.7628
C -1.5049 2.9206 -2.5298
C -1.4881 2.6831 -3.9171
C -2.5294 3.0794 -4.7301
C -3.5770 3.7811 -4.1847
C -3.6447 3.9453 -2.7960
C -2.6311 3.5302 -1.9796
As -2.9477 3.6610 -0.0717
C -2.7648 5.6316 0.1037
C -4.8281 3.3063 0.2274
H 0.7030 0.5781 -2.6984
H 2.1993 1.5158 -2.3133
H 1.2016 1.9895 -3.6279
H 0.9788 4.5948 -2.8420
H 2.0976 4.1952 -1.4377
H 0.7290 5.0908 -1.1257
H -0.6264 2.0943 -4.3148
H -2.4254 2.8830 -5.7921
H -4.3799 4.0505 -4.8121
H -4.5045 4.4475 -2.3217
H -3.2694 6.1088 -0.7477
H -1.7257 5.7912 -0.0820
H -3.0500 6.1660 0.9906
H -5.4928 4.2208 0.1972
H -4.8551 2.9907 1.2750
H -5.2076 2.5755 -0.4606
C 1.3623 -2.0223 -1.1807
C 2.1085 -1.8119 0.1984
C 1.3340 -0.7982 1.0483
Sb 2.2543 -0.1032 2.9099
C 1.8298 2.0562 2.4618
C 0.5838 2.4320 2.8697
C 0.0357 3.7434 2.6513
C 0.8962 4.6310 2.1027
C 2.2140 4.3119 1.8059
C 2.6639 3.0106 1.9366
C 4.2435 -0.2208 2.2726
C 5.2135 -0.8231 3.0084
C 6.5478 -0.7256 2.6084
C 6.8902 -0.1587 1.4418
C 5.9061 0.2829 0.5882
C 4.6023 0.3307 0.9958
Sb -0.1117 -3.6117 -1.2299
C -0.1564 -3.8964 0.8960
C -1.0263 -3.0631 1.6301
C -0.9136 -2.9979 3.0117
C 0.0074 -3.7420 3.6798
C 0.9406 -4.5713 2.9915
C 0.8158 -4.6527 1.6184
C 1.3723 -5.0205 -1.8448
C 1.1401 -5.9130 -2.8961
C 2.1755 -6.6205 -3.4427
C 3.4177 -6.5825 -2.8522
C 3.6718 -5.6935 -1.7684
C 2.6431 -4.9043 -1.2763
H 2.0804 -2.2823 -1.9775
H 0.8873 -1.0635 -1.3770
H 3.1220 -1.4672 0.0866
H 2.1288 -2.7058 0.8025
H 0.3849 -1.2133 1.4082
H 1.1498 0.0478 0.4300
H 0.0175 1.7294 3.4522
H -0.9576 3.9138 3.0243
H 0.5750 5.6269 1.9548
H 2.8728 5.0657 1.3619
H 3.6437 2.7534 1.5963
H 4.9579 -1.3526 3.9248
H 7.3268 -1.0104 3.3369
H 7.9160 -0.1133 1.1228
H 6.2478 0.6214 -0.3753
H 3.8677 0.6937 0.3139
H -1.7951 -2.4817 1.1189
H -1.5649 -2.2812 3.5268
H 0.0765 -3.6652 4.7924
H 1.7372 -5.1419 3.5472
H 1.2846 -5.4142 1.0144
H 0.1662 -5.8014 -3.3265
H 2.0923 -7.2531 -4.3229
H 4.1949 -7.1728 -3.2594
H 4.6565 -5.6554 -1.3062
H 2.8044 -4.1529 -0.5200
*
```

***

8.
An isolated molecule of C4H8N2 at a distorted geometry. Source: the Open Molecules 2025 dataset; level of theory: ωB97M-V with the def2-TZVPD basis set.

**LUMO level (alpha / beta)**: 0.8 / 0.9 eV
**Energy above the lowest of the compared OMol25 structures with the same formula, charge and spin**: 540.1 kJ/mol
**Frontier orbital gap (alpha / beta)**: 8.38 / 8.99 eV
**Electronic energy**: -266.5163 Ha
**Molecular weight**: 84.1 g mol⁻¹
**HOMO level (alpha / beta)**: -7.61 / -8.13 eV

```
! wB97M-V def2-TZVPD RIJCOSX def2/J DEFGRID3
* xyz 0 1
C -0.7014 0.7978 0.6049
C 0.5381 -0.1083 0.9792
C -1.5085 0.0615 -0.3887
C 1.0765 -0.8520 -0.2214
N 1.4404 -0.2824 -1.4932
N 0.2905 -1.0618 -1.3625
H -1.3532 0.9562 1.5126
H -0.3530 1.8768 0.3839
H 1.3424 0.6146 1.3333
H 0.1637 -0.8460 1.8027
H -2.2178 -0.7678 -0.0558
H -1.6086 0.7916 -1.2743
H 1.5560 -1.8051 0.0541
H 1.3350 0.6250 -1.8747
*
```

***

Q: The highest electronic energy belongs to which entry?
A: C4H8N2